Here is a molecular structure, C24H25Br2GaN5O2Si from OMol25. Energies are from wB97M-V/def2-TZVPD.

The geometry in XYZ format:
```
60
Properties=species:S:1:pos:R:3
Ga -0.19604 -1.15801 -0.10495
Br -2.88947 0.46137 1.84229
C -3.87635 1.17044 0.34756
Br -3.25577 0.61911 -1.39855
H -3.78946 2.24911 0.37665
H -4.90510 0.84891 0.44280
N 0.26826 -2.14004 -1.97316
N 1.41700 -2.88531 -1.66917
C 1.94048 -2.91998 -0.37630
O 2.90212 -3.60881 -0.14950
O 1.30147 -2.17049 0.49186
H -0.49169 -2.74174 -2.28284
H 0.48220 -1.46391 -2.70646
H 1.79644 -3.51311 -2.35851
N -4.96158 -3.71681 0.18866
C -3.64166 -3.74883 0.47101
C -2.80504 -2.66422 0.14362
N -1.50656 -2.68874 0.42098
C -1.01100 -3.78282 1.03233
C -1.85651 -4.83224 1.34212
N -3.15282 -4.83402 1.06795
H -5.38937 -2.94154 -0.28089
H -5.52392 -4.51479 0.42810
H -3.19590 -1.79151 -0.35791
H 0.03348 -3.79461 1.30484
H -1.45408 -5.70907 1.83354
C 1.96993 1.65849 4.49676
C 2.09539 0.41373 3.89574
C 1.71737 0.23649 2.57459
C 1.20230 1.30122 1.82299
C 1.09943 2.55036 2.44346
C 1.47504 2.72797 3.76735
Si 0.71187 1.09736 0.02750
C -0.24285 2.58519 -0.59172
C -1.28899 3.12592 0.16707
C -1.98934 4.24244 -0.25714
C -1.66322 4.84938 -1.46280
C -0.61562 4.34959 -2.21813
C 0.09013 3.23675 -1.78096
C 2.11577 0.62935 -1.12015
C 1.90430 0.51338 -2.50080
C 2.91138 0.08666 -3.35143
C 4.15664 -0.24348 -2.83100
C 4.38847 -0.13279 -1.46902
C 3.37824 0.30356 -0.62280
H 2.26756 1.79620 5.52786
H 2.49576 -0.42043 4.45672
H 1.83396 -0.74286 2.12790
H 0.73950 3.40659 1.88805
H 1.38968 3.70493 4.22419
H -1.54093 2.68225 1.12169
H -2.77779 4.65555 0.35982
H -2.20787 5.72201 -1.79781
H -0.33536 4.83245 -3.14463
H 0.92835 2.89440 -2.37242
H 0.94015 0.78259 -2.92814
H 2.73438 0.01908 -4.41738
H 4.94655 -0.57973 -3.48938
H 5.35662 -0.39062 -1.06210
H 3.57408 0.37772 0.44004
```

Gap between HOMO and LUMO: 8.020 eV
Energy relative to the best compared isomer or geometry (same formula, charge and spin): 0.0 kJ/mol
Net charge: +1
E: -8716.00911 a.u.

Charges in e, computed with Mulliken, in the same order as the atoms: number 1, Ga, carries 0.552; number 2, Br, carries -0.042; number 3, C, carries -0.441; number 4, Br, carries -0.067; number 5, H, carries 0.267; number 6, H, carries 0.486; number 7, N, carries -0.440; number 8, N, carries -0.281; number 9, C, carries 0.607; number 10, O, carries -0.661; number 11, O, carries -0.475; number 12, H, carries 0.443; number 13, H, carries 0.326; number 14, H, carries 0.218; number 15, N, carries -0.390; number 16, C, carries 0.367; number 17, C, carries 0.180; number 18, N, carries 0.218; number 19, C, carries -0.295; number 20, C, carries -0.515; number 21, N, carries -0.594; number 22, H, carries 0.184; number 23, H, carries 0.251; number 24, H, carries -0.047; number 25, H, carries 0.626; number 26, H, carries 0.396; number 27, C, carries -0.474; number 28, C, carries -1.016; number 29, C, carries -0.283; number 30, C, carries 0.657; number 31, C, carries -0.550; number 32, C, carries -0.739; number 33, Si, carries 0.494; number 34, C, carries 0.720; number 35, C, carries -0.886; number 36, C, carries -0.971; number 37, C, carries -0.637; number 38, C, carries -0.782; number 39, C, carries -0.561; number 40, C, carries 0.712; number 41, C, carries -0.898; number 42, C, carries -0.784; number 43, C, carries -0.606; number 44, C, carries -0.627; number 45, C, carries -0.444; number 46, H, carries 0.396; number 47, H, carries 0.451; number 48, H, carries 0.559; number 49, H, carries 0.441; number 50, H, carries 0.420; number 51, H, carries 1.208; number 52, H, carries 0.519; number 53, H, carries 0.420; number 54, H, carries 0.443; number 55, H, carries 0.520; number 56, H, carries 0.746; number 57, H, carries 0.450; number 58, H, carries 0.410; number 59, H, carries 0.437; number 60, H, carries 0.378